DFT (the ωB97M-V functional and the def2-TZVPD basis) results for a molecular structure, C33H42BrN7OS2SiTi.

Structure (XYZ):
```
88
C33H42BrN7OS2SiTi, DFT the ωB97M-V functional and the def2-TZVPD basis
Ti 1.08 -0.38 0.86
N 3.75 2.80 0.64
C 3.20 1.61 0.54
O 2.02 1.43 0.93
C 3.98 0.42 0.07
C 3.01 -0.75 -0.10
H 3.19 3.58 0.94
H 4.68 2.98 0.28
H 4.77 0.23 0.80
H 4.48 0.67 -0.87
H 3.44 -1.67 0.30
H 2.87 -0.89 -1.16
Br -4.51 -5.44 -0.54
C -2.98 -4.54 0.10
C -3.04 -3.17 0.33
C -1.91 -2.50 0.75
C -0.72 -3.20 0.94
C -0.67 -4.57 0.71
C -1.80 -5.24 0.29
N 0.43 -2.48 1.41
C 1.09 -3.03 2.35
C 2.18 -2.32 2.99
C 2.85 -2.86 4.08
C 3.79 -2.08 4.74
C 4.00 -0.79 4.30
C 3.27 -0.32 3.21
N 2.39 -1.07 2.56
H -3.97 -2.64 0.17
H -1.96 -1.44 0.94
H 0.26 -5.11 0.82
H -1.77 -6.31 0.10
H 0.81 -4.00 2.74
H 2.62 -3.87 4.41
H 4.34 -2.47 5.58
H 4.70 -0.13 4.79
H 3.38 0.71 2.89
C -3.53 3.62 3.91
Si -3.32 1.79 3.64
C -4.96 0.94 3.35
C -2.43 1.01 5.08
C -2.38 1.61 1.98
C -2.96 2.22 0.86
C -2.35 2.20 -0.40
C -1.18 1.50 -0.54
N -0.64 0.84 0.49
C -1.18 0.96 1.72
S -0.08 0.22 2.87
H -4.11 3.79 4.82
H -4.07 4.11 3.10
H -2.57 4.12 4.03
H -5.58 1.01 4.25
H -4.83 -0.12 3.12
H -5.52 1.40 2.53
H -3.04 1.16 5.97
H -1.46 1.47 5.26
H -2.28 -0.06 4.96
H -3.90 2.75 0.97
H -2.78 2.72 -1.24
H -0.62 1.48 -1.47
S 1.96 1.53 -2.59
C 1.88 2.47 -4.01
N 2.21 1.94 -5.19
C 2.19 2.68 -6.46
C 2.43 4.15 -6.18
C 1.44 4.63 -5.13
N 1.51 3.75 -3.97
H 2.49 0.98 -5.18
H 1.24 2.53 -6.96
H 2.98 2.27 -7.10
H 2.30 4.73 -7.09
H 3.45 4.30 -5.82
H 0.43 4.64 -5.53
H 1.68 5.64 -4.80
H 1.26 4.10 -3.05
N 0.51 -1.13 -1.26
C -0.60 -1.81 -1.92
C -0.44 -3.17 -2.21
C -1.45 -3.88 -2.84
C -2.63 -3.24 -3.21
C -2.77 -1.89 -2.95
C -1.76 -1.17 -2.32
H 1.29 -1.77 -1.41
H 0.76 -0.31 -1.84
H 0.48 -3.67 -1.94
H -1.31 -4.93 -3.05
H -3.41 -3.79 -3.70
H -3.67 -1.37 -3.25
H -1.91 -0.12 -2.15
```

Summary:
- Charge: +2
- ΔE to the lowest compared entry with this formula, charge and spin: 0.0 kJ/mol
- Highest occupied orbital energy: -13.082 eV
- Total energy: -170079.6316 eV



DFT (the ωB97M-V functional and the def2-TZVPD basis) results for 11 unconnected molecules or ions with the total composition C33H42Cl10F32O6.

Structure (XYZ):
```
123
C33H42Cl10F32O6, DFT the ωB97M-V functional and the def2-TZVPD basis
F -4.02 5.62 1.92
C -5.00 6.47 2.10
F -5.76 6.56 0.99
C -5.83 6.10 3.46
F -5.16 6.33 4.58
F -6.25 4.79 3.50
C -7.00 7.02 3.61
O -7.77 6.77 4.79
C -9.01 6.14 4.58
F -9.75 7.02 3.86
F -8.77 5.06 3.85
C -9.65 5.63 5.89
F -9.91 6.52 6.86
F -10.73 4.92 5.82
H -4.45 7.40 2.25
H -7.65 6.97 2.74
H -6.73 8.07 3.71
H -9.05 4.82 6.31
F 2.36 -0.18 -0.22
C 1.65 -1.01 0.47
F 1.72 -0.80 1.80
C 0.19 -1.22 -0.13
F -0.77 -0.29 0.27
F -0.28 -2.35 0.41
C 0.14 -1.44 -1.67
O 1.15 -2.31 -2.30
C 1.41 -2.20 -3.68
F 0.26 -1.94 -4.32
F 2.26 -1.17 -3.75
C 2.12 -3.42 -4.20
F 1.36 -4.57 -4.21
F 2.67 -3.33 -5.43
H 2.14 -1.99 0.43
H 0.22 -0.40 -1.98
H -0.90 -1.64 -1.92
H 2.95 -3.71 -3.55
F 2.36 0.68 -11.90
C 1.90 -0.47 -12.40
F 0.87 -0.96 -11.76
C 1.74 -0.44 -13.93
F 2.92 -0.19 -14.47
F 0.87 0.53 -14.17
C 1.15 -1.75 -14.47
O 1.22 -1.74 -15.90
C 1.21 -2.95 -16.68
F 2.17 -3.71 -16.15
F 0.00 -3.54 -16.50
C 1.56 -2.54 -18.16
F 1.60 -3.55 -19.08
F 0.85 -1.49 -18.56
H 2.67 -1.20 -12.16
H 0.14 -1.86 -14.06
H 1.70 -2.60 -14.07
H 2.61 -2.23 -18.13
F 8.21 6.97 2.49
C 7.44 6.40 1.64
F 7.92 5.28 1.09
C 6.01 6.27 2.28
F 5.25 5.83 1.22
F 5.41 7.44 2.66
C 5.99 5.15 3.31
O 6.84 5.59 4.45
C 7.19 4.58 5.45
F 6.11 4.15 6.04
F 7.79 3.60 4.77
C 8.20 5.17 6.39
F 7.83 6.32 6.97
F 8.64 4.28 7.26
H 7.41 7.16 0.86
H 6.38 4.23 2.90
H 4.97 4.93 3.62
H 9.02 5.42 5.72
C -6.09 -1.15 5.85
C -6.88 -2.13 6.72
C -7.47 -3.19 5.74
O -7.46 -2.38 4.52
C -7.03 -1.06 4.65
H -5.07 -1.37 5.55
H -6.07 -0.14 6.27
H -7.75 -1.62 7.13
H -6.32 -2.56 7.56
H -8.49 -3.53 5.87
H -6.86 -4.10 5.69
H -7.87 -0.39 4.80
H -6.34 -0.85 3.83
C 2.84 -1.61 9.99
C 2.06 -0.53 10.80
C 3.03 0.37 11.53
O 4.24 -0.39 11.55
C 4.29 -1.39 10.50
H 2.81 -1.35 8.93
H 2.43 -2.62 10.01
H 1.23 -0.92 11.39
H 1.49 0.05 10.07
H 2.57 0.55 12.50
H 3.19 1.26 10.92
H 4.78 -2.29 10.84
H 4.80 -0.92 9.66
Cl -6.80 -3.60 -2.13
C -7.20 -5.05 -1.28
Cl -8.55 -5.80 -2.10
H -6.36 -5.75 -1.29
H -7.32 -4.87 -0.22
Cl 5.78 -6.87 1.77
C 6.41 -6.34 3.32
Cl 5.06 -5.79 4.31
H 6.94 -7.16 3.80
H 7.06 -5.49 3.14
Cl -5.19 -1.15 -9.87
C -5.88 -1.26 -8.31
Cl -6.84 0.19 -7.83
H -6.48 -2.17 -8.27
H -5.19 -1.44 -7.49
Cl 7.55 -2.42 -1.95
C 9.00 -2.39 -2.99
Cl 9.64 -4.03 -3.27
H 8.62 -2.07 -3.96
H 9.86 -1.80 -2.67
Cl -1.43 -7.85 -1.16
C -0.36 -7.48 0.17
Cl -1.24 -7.33 1.61
H 0.35 -8.29 0.31
H 0.21 -6.55 0.06
```

Summary:
- Highest occupied orbital energy: -9.559 eV
- Total energy: -259364.3468 eV



DFT (the ωB97M-V functional and the def2-TZVPD basis) results for a molecular structure, C33H42Cl2F4MoN3OTe.

Structure (XYZ):
```
87
C33H42Cl2F4MoN3OTe, DFT the ωB97M-V functional and the def2-TZVPD basis
Mo 0.62 -2.07 1.70
C -0.39 1.41 4.33
C -0.01 0.52 3.17
N -0.26 -0.94 3.36
C -1.71 -1.23 3.61
C -2.67 -0.56 2.65
C 0.52 -1.49 4.51
C 2.01 -1.40 4.24
N 2.23 -1.87 2.86
C 3.56 -1.88 2.41
C 3.87 -1.36 1.15
F 2.86 -0.86 0.39
C 5.15 -1.33 0.65
F 5.36 -0.80 -0.56
C 6.21 -1.84 1.38
C 5.93 -2.38 2.62
F 6.90 -2.90 3.36
C 4.63 -2.42 3.12
F 4.42 -3.01 4.30
H -0.19 2.45 4.06
H 0.19 1.21 5.23
H -1.45 1.35 4.58
H 1.06 0.63 2.95
H -0.55 0.81 2.27
H -1.94 -0.93 4.64
H -1.82 -2.31 3.57
H -2.71 0.52 2.79
H -3.67 -0.95 2.82
H -2.40 -0.76 1.61
H 0.23 -2.54 4.62
H 0.26 -0.98 5.44
H 2.53 -2.03 4.96
H 2.40 -0.39 4.36
H 7.22 -1.82 1.00
Cl 0.82 -5.14 2.76
C 2.20 -5.06 1.68
Cl 1.86 -3.94 0.31
H 2.39 -6.03 1.25
H 3.06 -4.66 2.21
C -2.53 -3.04 -0.96
C -1.45 -2.04 -0.73
O -1.40 -1.15 -1.77
N -0.70 -1.98 0.28
Te 0.03 0.19 -1.82
C -0.37 0.66 -3.81
C -0.51 1.99 -4.23
C -0.29 3.20 -3.35
C -0.83 2.20 -5.57
C -0.98 1.16 -6.47
C -1.35 1.42 -7.90
C -0.74 -0.14 -6.03
C -0.41 -0.42 -4.71
C -0.11 -1.84 -4.33
C -0.96 1.67 -0.74
C -0.15 2.38 0.17
C 1.34 2.16 0.28
C -0.76 3.35 0.95
C -2.12 3.63 0.85
C -2.76 4.68 1.71
C -2.87 2.91 -0.07
C -2.32 1.95 -0.90
C -3.21 1.35 -1.97
H -2.44 -3.49 -1.95
H -3.50 -2.54 -0.91
H -2.49 -3.82 -0.20
H 0.51 3.05 -2.63
H -1.19 3.48 -2.80
H -0.01 4.04 -3.97
H -0.95 3.22 -5.91
H -1.35 2.48 -8.13
H -2.34 1.02 -8.12
H -0.64 0.93 -8.58
H -0.78 -0.96 -6.74
H 0.32 -2.36 -5.19
H -1.01 -2.38 -4.03
H 0.63 -1.92 -3.52
H 1.60 1.12 0.49
H 1.74 2.77 1.09
H 1.86 2.46 -0.63
H -0.14 3.93 1.64
H -2.05 5.12 2.40
H -3.59 4.26 2.28
H -3.17 5.48 1.09
H -3.93 3.14 -0.17
H -4.23 1.28 -1.61
H -2.90 0.36 -2.30
H -3.21 2.00 -2.84
```

Summary:
- Expectation value of S²: 3.79
- Charge: +2
- ΔE to the lowest compared entry with this formula, charge and spin: 0.4 kJ/mol
- Highest occupied orbital energy (alpha / beta): -13.428 / -13.802 eV
- Multiplicity: 4
- Total energy: -86469.0808 eV



DFT (the ωB97M-V functional and the def2-TZVPD basis) results for a molecular structure, C33H42FN4O4S4SiTi.

Structure (XYZ):
```
90
C33H42FN4O4S4SiTi, DFT the ωB97M-V functional and the def2-TZVPD basis
Ti 0.12 0.15 0.21
C 0.12 -1.31 3.37
N 0.24 -0.22 2.49
C 0.46 0.88 3.11
C 0.62 2.12 2.45
C 0.89 3.36 3.03
C 0.96 4.27 1.98
C 0.74 3.55 0.82
N 0.52 2.23 1.09
C 1.42 -1.67 4.04
C 1.46 -1.94 5.41
C 2.65 -2.29 6.02
C 3.82 -2.37 5.29
C 3.79 -2.10 3.92
C 2.60 -1.75 3.31
H -0.33 -2.14 2.89
H -0.64 -1.05 4.09
H 0.54 0.91 4.20
H 1.01 3.56 4.08
H 1.16 5.33 2.04
H 0.72 3.92 -0.19
H 0.55 -1.89 6.00
H 2.67 -2.51 7.09
H 4.76 -2.64 5.77
H 4.70 -2.16 3.34
H 2.59 -1.54 2.25
C -1.56 -0.79 -3.38
Si 0.29 -0.56 -3.38
C 0.53 0.78 -4.66
C 0.90 -2.23 -3.98
N 1.15 -0.14 -1.82
C 2.51 0.03 -1.82
C 3.41 -0.08 -2.89
C 4.78 0.12 -2.71
C 5.32 0.43 -1.47
C 4.46 0.54 -0.38
C 3.13 0.35 -0.59
F 2.25 0.44 0.47
H -1.85 -1.02 -4.41
H -2.10 0.11 -3.08
H -1.88 -1.62 -2.76
H -0.05 0.54 -5.55
H 1.57 0.90 -4.96
H 0.18 1.75 -4.29
H 0.33 -2.52 -4.87
H 0.75 -2.99 -3.21
H 1.96 -2.22 -4.25
H 3.04 -0.32 -3.88
H 5.43 0.03 -3.57
H 6.38 0.58 -1.35
H 4.82 0.78 0.61
C -3.63 -2.72 2.99
C -3.81 -1.22 2.61
S -2.60 -0.38 1.47
C -2.87 -1.55 0.03
C -1.90 -2.90 0.03
S -0.03 -2.65 0.69
C -0.07 -4.20 1.78
C -1.36 -4.48 2.73
S -2.17 -3.28 3.93
H -3.73 -3.31 2.08
H -4.47 -2.98 3.63
H -3.86 -0.60 3.51
H -4.77 -1.14 2.11
H -2.63 -0.90 -0.97
H -3.93 -1.85 -0.01
H -1.80 -3.26 -0.99
H -2.39 -3.68 0.61
H 0.84 -4.17 2.36
H -0.01 -5.08 1.14
H -1.08 -5.32 3.36
H -2.17 -4.81 2.08
N -0.64 1.70 -1.23
C -1.29 2.66 -2.09
C -2.68 2.70 -2.13
C -3.33 3.65 -2.90
C -2.60 4.60 -3.60
C -1.22 4.59 -3.52
C -0.57 3.64 -2.76
S -3.46 5.82 -4.61
O -4.57 5.08 -5.18
O -2.45 6.25 -5.57
O -3.85 6.85 -3.66
H 0.34 1.35 -1.58
H -0.34 2.21 -0.40
H -3.25 1.95 -1.58
H -4.41 3.66 -2.97
H -0.66 5.35 -4.07
H 0.52 3.64 -2.69
O -0.95 -0.83 -0.56
```

Summary:
- Charge: -1
- ΔE to the lowest compared entry with this formula, charge and spin: 706.6 kJ/mol
- Highest occupied orbital energy: -5.226 eV
- Total energy: -126105.1886 eV



DFT (the ωB97M-V functional and the def2-TZVPD basis) results for a molecular structure, C33H43BrN2O2Zn.

Structure (XYZ):
```
82
C33H43BrN2O2Zn, DFT the ωB97M-V functional and the def2-TZVPD basis
Zn -0.73 0.86 0.22
C 0.63 0.60 2.22
C -0.83 0.80 2.28
C -1.35 -0.54 2.67
C -0.27 -1.39 2.76
C 0.95 -0.70 2.49
C 2.33 -1.32 2.46
C 2.83 -1.51 3.89
C 3.31 -0.43 1.69
C 2.28 -2.69 1.76
C -2.79 -1.05 2.79
C -3.64 -0.69 1.56
C -3.52 -0.55 4.06
C -2.81 -2.58 2.89
C -1.28 2.15 2.90
C -2.68 2.60 2.46
C -1.19 2.02 4.43
C -0.34 3.29 2.50
H 1.34 1.40 2.08
H -0.32 -2.44 2.99
H 2.90 -0.54 4.40
H 3.82 -1.97 3.91
H 2.15 -2.14 4.46
H 3.50 0.50 2.23
H 2.91 -0.18 0.70
H 4.27 -0.94 1.55
H 1.63 -3.38 2.30
H 3.28 -3.13 1.72
H 1.91 -2.59 0.74
H -3.63 0.38 1.34
H -4.67 -1.00 1.71
H -3.27 -1.22 0.68
H -3.66 0.53 4.09
H -2.96 -0.84 4.95
H -4.50 -1.01 4.11
H -2.28 -3.04 2.06
H -3.84 -2.93 2.88
H -2.36 -2.92 3.83
H -3.44 1.83 2.57
H -2.65 2.90 1.41
H -3.00 3.46 3.05
H -1.86 1.26 4.82
H -1.44 2.97 4.91
H -0.18 1.74 4.72
H -0.28 3.40 1.42
H 0.66 3.16 2.92
H -0.74 4.23 2.90
O 3.49 3.80 -1.19
C 2.42 4.56 -1.58
C 2.68 5.82 -2.09
C 1.63 6.64 -2.49
C 0.32 6.19 -2.41
C 0.06 4.92 -1.91
C 1.10 4.10 -1.49
C 0.78 2.78 -0.82
O -0.55 2.48 -0.80
N 1.57 1.70 -1.47
N 1.17 0.48 -1.06
C 1.54 -0.57 -1.68
C 1.08 -1.88 -1.28
Br -0.46 -1.89 -0.16
C 1.59 -3.05 -1.67
C 2.82 -3.22 -2.47
C 2.83 -4.16 -3.49
C 3.97 -4.35 -4.26
C 5.12 -3.61 -3.99
C 5.11 -2.68 -2.97
C 3.97 -2.48 -2.21
H 3.18 2.95 -0.85
H 3.71 6.15 -2.15
H 1.85 7.63 -2.87
H -0.50 6.83 -2.72
H -0.95 4.54 -1.82
H 1.20 2.82 0.21
H 1.77 1.81 -2.46
H 2.20 -0.52 -2.54
H 1.07 -3.96 -1.38
H 1.94 -4.74 -3.70
H 3.97 -5.07 -5.07
H 6.01 -3.77 -4.58
H 6.01 -2.10 -2.76
H 3.98 -1.77 -1.39
```

Summary:
- Highest occupied orbital energy: -7.663 eV
- Total energy: -160453.4921 eV